Formula: FH3N2OS
Source: the Open Molecules 2025 dataset
Level of theory: wB97M-V/def2-TZVPD

## Properties
**Gap between HOMO and LUMO**: 0.3458 Ha
**Energy above the lowest of the compared OMol25 structures with the same formula, charge and spin**: 86.5 kcal per mole
**HOMO**: -10.327 eV
**Max |F|**: 5.6 eV/A
**Molar mass**: 98.1 u
**Lowest unoccupied orbital energy**: -0.0337 Eh

```
! wB97M-V def2-TZVPD RIJCOSX def2/J DEFGRID3
* xyz 0 1
O 1.70349 1.44001 0.45153
F 0.86392 -1.27736 -0.49944
H -1.22788 -0.40664 -1.32626
H 0.27345 -0.72069 2.11934
H -0.48897 1.09440 -1.56542
N -0.85819 0.39049 -0.88991
N -0.48018 -0.51405 1.45329
S 0.21436 -0.00618 0.25688
*
```

Calculated atomic charges, method natural (NBO), unit e: -0.675, -0.501, 0.410, 0.402, 0.438, -1.019, -1.055, 2.000

***

Formula: C12H18Cl2OP2
Source: the Open Molecules 2025 dataset
Level of theory: wB97M-V/def2-TZVPD

## Properties
**Gap between HOMO and LUMO**: 0.2926 Ha
**HOMO**: -7.321 eV
**Max |F|**: 1.1 eV/A
**Molar mass**: 311.1 u
**Lowest unoccupied orbital energy**: 0.0236 Eh

```
! wB97M-V def2-TZVPD RIJCOSX def2/J DEFGRID3
* xyz 0 1
P -0.55083 -2.44118 -1.50381
C -2.60951 0.52445 0.12677
H 5.19351 0.88396 0.34506
C -0.91931 2.70863 0.01670
H 0.18133 1.77004 1.57333
C -0.27056 -1.69997 1.40390
H 4.05335 2.05593 0.97606
P 0.73871 -1.24441 -0.05741
C -0.67108 1.67483 0.91772
H -0.82940 -0.18620 2.84387
C 4.30140 0.99711 0.95380
H 1.76940 -2.13403 -0.43393
H -3.27337 -0.32509 0.15142
H -1.30540 -1.51539 -3.60322
H 0.34423 -2.08889 2.20665
H -2.18119 -1.06664 2.16642
C -2.01008 2.64847 -0.84647
H 4.51752 0.65822 1.95784
C -1.49942 0.54947 0.97722
H -2.16890 3.45312 -1.54579
C -1.23731 -0.59099 1.92362
C -0.42133 -1.38100 -2.99075
Cl 3.28760 0.06758 -1.39308
H -2.51286 -3.08432 -0.86345
C 2.11531 -0.28194 0.94858
C -2.86228 1.55202 -0.77523
C 3.17632 0.23617 0.34271
H -0.40982 -0.33098 -2.67392
H -3.71694 1.48393 -1.43031
O -2.18004 -2.23394 -1.15397
H -0.90288 -2.52840 1.09957
H -0.24205 3.54680 -0.00241
H 0.49734 -1.58321 -3.52717
Cl 2.05466 -0.03452 2.68931
H 0.54388 -0.05965 -0.81964
*
```

Calculated atomic charges, method natural (NBO), unit e: 0.637, -0.146, 0.230, -0.199, 0.219, -0.720, 0.230, 0.773, -0.229, 0.228, -0.660, 0.005, 0.213, 0.248, 0.255, 0.220, -0.218, 0.237, -0.056, 0.214, -0.418, -0.970, -0.016, 0.490, -0.370, -0.227, -0.057, 0.217, 0.214, -0.990, 0.235, 0.211, 0.239, -0.040, 0.000

***

Formula: C3H7N2S
Source: the Open Molecules 2025 dataset
Level of theory: wB97M-V/def2-TZVPD

## Properties
**Gap between HOMO and LUMO**: 0.2952 Ha
**Energy above the lowest of the compared OMol25 structures with the same formula, charge and spin**: 54.2 kcal per mole
**HOMO**: -13.934 eV
**Max |F|**: 5.4 eV/A
**Molar mass**: 103.2 u
**Lowest unoccupied orbital energy**: -0.2169 Eh

```
! wB97M-V def2-TZVPD RIJCOSX def2/J DEFGRID3
* xyz 1 1
H -2.12781 1.91205 0.05800
H -2.26665 0.03374 -0.30797
C 1.33474 -1.10346 0.32728
C -0.05583 -0.84131 -0.35755
S 2.33324 0.35168 -0.01477
C -0.51263 0.59150 -0.15825
H -0.81129 -1.41952 0.12981
H 0.00798 -1.32152 -1.37761
H 1.98234 -1.89000 -0.26184
N -1.78328 0.92696 -0.05255
H 0.30707 2.40326 0.50019
H 1.17698 -1.15531 1.43984
N 0.41513 1.51194 0.07542
*
```

Calculated atomic charges, method natural (NBO), unit e: 0.460, 0.435, -0.577, -0.496, 0.497, 0.517, 0.248, 0.290, 0.297, -0.738, 0.427, 0.255, -0.615

***

Formula: C5H10N
Source: the Open Molecules 2025 dataset
Level of theory: wB97M-V/def2-TZVPD

## Properties
**Gap between HOMO and LUMO**: 0.4903 Ha
**Energy above the lowest of the compared OMol25 structures with the same formula, charge and spin**: 78.6 kcal per mole
**HOMO**: -16.099 eV
**Max |F|**: 5.5 eV/A
**Molar mass**: 84.1 u
**Lowest unoccupied orbital energy**: -0.1014 Eh

```
! wB97M-V def2-TZVPD RIJCOSX def2/J DEFGRID3
* xyz 1 1
H 1.26904 -0.39628 1.80402
H 1.27523 1.76170 0.97334
H -1.50042 -0.84705 1.00746
H -0.57439 -1.27860 -1.21919
H 1.25961 2.11123 -0.86855
C 1.94821 -0.11053 -0.35136
H -1.84823 0.79941 0.80285
H 2.50133 -0.49226 -1.26774
C 1.22292 -0.79474 0.69776
N 0.52585 0.15701 -0.16419
C -0.77317 -0.19756 -0.80640
H -2.88772 -0.34356 -0.06534
C 1.43385 1.24237 -0.06716
H 1.06432 -1.90863 0.69562
C -1.82100 -0.18905 0.26512
H -1.12694 0.50728 -1.69389
*
```

Calculated atomic charges, method natural (NBO), unit e: 0.239, 0.241, 0.212, 0.231, 0.274, -0.034, 0.227, 0.295, -0.223, -0.206, -0.214, 0.269, -0.211, 0.276, -0.635, 0.259

***

Formula: C4H12O
Source: the Open Molecules 2025 dataset
Level of theory: wB97M-V/def2-TZVPD

## Properties
**Gap between HOMO and LUMO**: 0.4092 Ha
**Energy above the lowest of the compared OMol25 structures with the same formula, charge and spin**: 34.8 kcal per mole
**HOMO**: -10.145 eV
**Max |F|**: 3.1 eV/A
**Molar mass**: 76.1 u
**Lowest unoccupied orbital energy**: 0.0364 Eh

```
! wB97M-V def2-TZVPD RIJCOSX def2/J DEFGRID3
* xyz 0 1
H 2.01420 -0.48994 1.98956
H 1.10778 1.77230 0.33100
H -2.92312 -0.06549 0.60476
C -1.87063 -0.50578 -1.07676
H -1.48854 1.15593 0.19273
H 2.67570 1.78638 0.04248
H 2.19728 2.11353 1.78000
C 2.31625 0.05366 1.11255
O -0.70652 -1.25195 -1.33548
C -1.90059 0.11232 0.28504
H 3.39504 -0.05282 0.81040
H -1.98735 0.29234 -1.81830
H -0.45892 -1.90008 -0.67721
H 2.01228 -0.44442 0.19810
C 2.02334 1.55198 0.87690
H -1.20936 -0.29013 1.05093
H -2.74713 -1.15237 -1.31731
*
```

Calculated atomic charges, method natural (NBO), unit e: 0.210, 0.203, 0.221, -0.057, 0.217, 0.206, 0.207, -0.631, -0.735, -0.658, 0.207, 0.176, 0.472, 0.211, -0.614, 0.215, 0.148

***

Formula: CBrFN2O2
Source: the Open Molecules 2025 dataset
Level of theory: wB97M-V/def2-TZVPD

## Properties
**Gap between HOMO and LUMO**: 0.4220 Ha
**Energy above the lowest of the compared OMol25 structures with the same formula, charge and spin**: 0.0 kcal per mole
**HOMO**: -11.573 eV
**Max |F|**: 2.7 eV/A
**Molar mass**: 170.9 u
**Lowest unoccupied orbital energy**: -0.0033 Eh

```
! wB97M-V def2-TZVPD RIJCOSX def2/J DEFGRID3
* xyz 0 1
O -0.83170 -1.49046 -1.69825
N 1.92536 -0.12629 1.63524
N -1.03036 -0.47488 -1.20986
Br 0.79419 2.52529 2.13774
O -0.46478 0.40797 -0.74596
F -2.55650 -0.21115 -1.15092
C 1.48820 0.90919 1.83928
*
```

Calculated atomic charges, method natural (NBO), unit e: -0.219, -0.309, 0.815, 0.226, -0.233, -0.363, 0.083

***

Repeat the second record exactly.
Formula: C12H18Cl2OP2
Source: the Open Molecules 2025 dataset
Level of theory: wB97M-V/def2-TZVPD

## Properties
**Gap between HOMO and LUMO**: 0.2926 Ha
**HOMO**: -7.321 eV
**Max |F|**: 1.1 eV/A
**Molar mass**: 311.1 u
**Lowest unoccupied orbital energy**: 0.0236 Eh

```
! wB97M-V def2-TZVPD RIJCOSX def2/J DEFGRID3
* xyz 0 1
P -0.55083 -2.44118 -1.50381
C -2.60951 0.52445 0.12677
H 5.19351 0.88396 0.34506
C -0.91931 2.70863 0.01670
H 0.18133 1.77004 1.57333
C -0.27056 -1.69997 1.40390
H 4.05335 2.05593 0.97606
P 0.73871 -1.24441 -0.05741
C -0.67108 1.67483 0.91772
H -0.82940 -0.18620 2.84387
C 4.30140 0.99711 0.95380
H 1.76940 -2.13403 -0.43393
H -3.27337 -0.32509 0.15142
H -1.30540 -1.51539 -3.60322
H 0.34423 -2.08889 2.20665
H -2.18119 -1.06664 2.16642
C -2.01008 2.64847 -0.84647
H 4.51752 0.65822 1.95784
C -1.49942 0.54947 0.97722
H -2.16890 3.45312 -1.54579
C -1.23731 -0.59099 1.92362
C -0.42133 -1.38100 -2.99075
Cl 3.28760 0.06758 -1.39308
H -2.51286 -3.08432 -0.86345
C 2.11531 -0.28194 0.94858
C -2.86228 1.55202 -0.77523
C 3.17632 0.23617 0.34271
H -0.40982 -0.33098 -2.67392
H -3.71694 1.48393 -1.43031
O -2.18004 -2.23394 -1.15397
H -0.90288 -2.52840 1.09957
H -0.24205 3.54680 -0.00241
H 0.49734 -1.58321 -3.52717
Cl 2.05466 -0.03452 2.68931
H 0.54388 -0.05965 -0.81964
*
```

Calculated atomic charges, method natural (NBO), unit e: 0.637, -0.146, 0.230, -0.199, 0.219, -0.720, 0.230, 0.773, -0.229, 0.228, -0.660, 0.005, 0.213, 0.248, 0.255, 0.220, -0.218, 0.237, -0.056, 0.214, -0.418, -0.970, -0.016, 0.490, -0.370, -0.227, -0.057, 0.217, 0.214, -0.990, 0.235, 0.211, 0.239, -0.040, 0.000

***

What is the HOMO in the sixth record?
-11.573 eV

***

Among the records above, which one has the lowest max |F|?
C12H18Cl2OP2